# 1
# C27H41B2ClF9O8

4 unconnected molecules or ions with the total composition C27H41B2ClF9O8 (the ωB97M-V functional and the def2-TZVPD basis, OMol25).

Frontier orbital gap = 6.462 eV
Energy = -83379.3423 eV
HOMO = -0.158 Eh
Net charge = -1

```
88
Properties=species:S:1:pos:R:3:mulliken_charge:R:1
C 2.098 -2.067 -1.628 -0.63
C 1.373 -1.546 -2.915 -0.60
C 0.120 -0.609 -2.795 -0.30
B -0.131 0.390 -1.525 -0.22
C -0.476 -0.347 -0.065 -0.21
C -1.504 -1.504 -0.117 1.10
C -1.300 -2.842 -0.646 -0.06
C -2.331 -3.894 -0.671 -0.75
C -3.666 -3.599 -0.179 -0.64
C -3.925 -2.258 0.340 -0.68
C -2.869 -1.216 0.392 -0.31
C 0.819 1.717 -1.365 -0.73
C 2.326 1.617 -0.972 0.57
C 2.673 0.931 0.401 -1.03
Cl 3.468 1.129 -2.346 -0.37
B -1.645 1.097 -1.942 0.22
O -1.862 2.542 -1.948 -0.49
O -2.776 0.345 -2.380 -0.64
C -4.005 1.067 -2.140 -0.11
C -5.274 0.105 -2.283 -1.06
H 3.014 -1.480 -1.332 -0.02
H 1.461 -2.230 -0.729 0.19
H 2.512 -3.093 -1.885 0.35
H 2.117 -1.072 -3.621 0.20
H 1.044 -2.475 -3.478 0.34
H -0.794 -1.273 -2.878 0.29
H 0.075 0.029 -3.734 0.22
H -0.944 0.466 0.575 -0.21
H 0.419 -0.704 0.506 0.40
H -0.317 -3.127 -1.072 0.13
H -2.048 -4.894 -1.076 0.33
H -4.425 -4.408 -0.251 0.33
H -4.970 -2.066 0.693 0.28
H -3.141 -0.211 0.789 0.33
H 0.353 2.354 -0.546 -0.06
H 0.752 2.318 -2.319 0.25
H 2.643 2.694 -0.808 0.35
H 3.734 1.142 0.720 0.41
H 2.546 -0.173 0.438 0.12
H 2.017 1.407 1.182 0.10
H -1.790 2.862 -1.033 0.26
H -4.147 1.856 -2.929 0.33
H -4.059 1.485 -1.101 0.12
H -5.036 -0.957 -2.042 0.21
H -5.728 0.266 -3.291 0.33
H -6.029 0.488 -1.535 0.27
C 5.474 -1.005 -4.362 -0.48
C 6.276 -1.821 -3.371 -0.16
O 6.916 -2.936 -4.024 -0.32
C 8.065 -2.670 -4.648 0.36
O 8.584 -1.591 -4.701 -0.52
C 8.648 -3.952 -5.247 0.89
F 7.718 -4.692 -5.876 -0.25
F 9.192 -4.738 -4.297 -0.25
F 9.613 -3.702 -6.143 -0.25
H 4.761 -1.639 -4.893 0.28
H 4.929 -0.213 -3.849 -0.14
H 6.121 -0.551 -5.115 0.38
H 5.610 -2.243 -2.619 0.26
H 7.010 -1.208 -2.845 0.31
C -4.125 -0.833 6.829 -1.07
C -4.921 -1.909 6.119 -0.22
O -5.824 -1.328 5.165 -0.35
C -5.290 -1.012 3.974 0.34
O -4.146 -1.178 3.677 -0.45
C -6.368 -0.453 3.044 0.93
F -7.165 0.439 3.664 -0.27
F -7.169 -1.429 2.574 -0.27
F -5.848 0.169 1.980 -0.22
H -4.793 -0.098 7.282 0.30
H -3.498 -1.270 7.608 0.37
H -3.483 -0.294 6.130 0.29
H -5.537 -2.449 6.840 0.32
H -4.270 -2.641 5.639 0.31
C 1.720 5.879 1.759 -1.10
C 0.948 6.173 3.026 -0.23
O 0.261 4.997 3.482 -0.31
C 0.993 4.125 4.192 0.35
O 2.152 4.272 4.453 -0.52
C 0.125 2.952 4.652 0.92
F -0.668 2.492 3.673 -0.22
F -0.682 3.308 5.673 -0.27
F 0.857 1.916 5.077 -0.25
H 1.061 5.459 0.997 0.27
H 2.180 6.789 1.369 0.41
H 2.507 5.145 1.938 0.32
H 0.184 6.925 2.827 0.32
H 1.596 6.572 3.809 0.32
```


# 2
# C4H11NO3

4 unconnected molecules or ions with the total composition C4H11NO3 (the ωB97M-V functional and the def2-TZVPD basis, OMol25).

Frontier orbital gap = 9.413 eV
ΔE to the lowest compared entry with this formula, charge and spin = 2.847 eV
Energy = -11957.2621 eV
HOMO = -0.324 Eh
Structure (SMILES) = c1cc[nH]c1.O.O.O

```
19
Properties=species:S:1:pos:R:3:mulliken_charge:R:1
C 1.318 -0.393 -0.582 -0.83
C 0.879 0.725 0.114 -0.29
N 0.970 0.455 1.522 -0.13
C 1.711 -0.744 1.664 -0.60
C 1.790 -1.321 0.409 -0.19
H 1.129 -0.645 -1.666 0.62
H 0.349 1.700 -0.047 0.44
H 1.217 1.200 2.146 0.26
H 2.253 -0.978 2.598 0.34
H 2.265 -2.352 0.136 0.36
H -0.897 0.358 -1.177 0.46
H -2.098 0.791 -2.007 0.26
O -1.352 1.116 -1.560 -0.73
H -2.580 1.281 -0.312 0.38
H -1.797 2.422 0.182 0.32
O -2.640 1.985 0.430 -0.65
H -1.646 -2.283 -0.529 0.33
H -0.059 -2.246 -0.910 0.29
O -0.897 -2.106 -1.208 -0.64
```


# 3
# C4H9N3O

C4H9N3O in the gas phase (the ωB97M-V functional and the def2-TZVPD basis, OMol25).

Frontier orbital gap = 9.347 eV
ΔE to the lowest compared entry with this formula, charge and spin = 3.467 eV
Energy = -10808.9952 eV
HOMO = -0.310 Eh
Structure (SMILES) = [H]/N=C(/N)N1CCCO1

```
17
Properties=species:S:1:pos:R:3:mulliken_charge:R:1
C 1.311 -0.173 0.040 0.46
C -0.636 1.279 -0.306 -0.54
C -1.756 0.740 0.633 -0.55
C -1.796 -0.792 0.258 -0.40
H 2.231 1.446 -0.543 0.24
H 3.070 0.498 0.554 0.33
H 0.974 -1.901 -0.196 0.32
H -0.215 2.182 0.235 0.30
H -0.894 1.583 -1.293 0.35
H -2.672 1.313 0.482 0.34
H -1.632 0.869 1.713 0.28
H -2.749 -1.061 -0.140 0.33
H -1.497 -1.415 1.159 0.26
N 2.137 0.865 0.244 -0.49
N 1.484 -1.381 0.455 -0.79
N 0.172 0.186 -0.663 0.01
O -0.739 -0.941 -0.748 -0.46
```


# 4
# C23H43BClF8O8S

3 unconnected molecules or ions with the total composition C23H43BClF8O8S (the ωB97M-V functional and the def2-TZVPD basis, OMol25).

Frontier orbital gap = 7.522 eV
Energy = -86699.2656 eV
HOMO = -0.198 Eh
Net charge = -1

```
85
Properties=species:S:1:pos:R:3:mulliken_charge:R:1
C 2.588 -3.000 0.745 -0.78
C 3.162 -1.855 -0.256 -0.26
C 2.105 -0.677 -0.576 -0.09
O 2.709 0.569 -0.169 -0.86
B 1.831 1.350 0.753 1.38
C 2.737 2.698 1.159 -0.82
C 3.522 3.331 -0.089 -0.39
C 4.505 4.497 0.517 -0.58
S 3.655 6.128 0.731 1.16
O 3.549 6.757 -0.630 -0.62
O 2.373 6.073 1.510 -0.61
O 4.720 7.089 1.634 -0.52
C 0.515 1.922 -0.056 -0.56
C -0.884 1.232 0.314 -0.26
O -1.949 2.065 -0.262 -0.30
C -2.616 1.414 -1.357 -0.84
C -4.117 1.113 -0.897 1.00
F -4.806 0.592 -2.065 -0.35
F -4.170 0.029 0.061 -0.33
C -4.952 2.398 -0.411 0.57
F -6.206 2.380 -1.131 -0.30
F -4.341 3.643 -0.792 -0.29
C -5.204 2.491 1.170 0.57
F -5.451 3.886 1.451 -0.33
F -4.055 2.161 1.958 -0.20
C -6.502 1.708 1.696 0.22
F -6.999 2.401 2.865 -0.29
F -6.243 0.354 2.053 -0.24
C 1.500 0.592 2.176 -0.31
C 2.760 -0.051 2.916 -0.07
O 3.955 0.031 2.518 -0.46
Cl 2.555 -1.009 4.506 -0.26
H 1.520 -3.325 0.495 0.29
H 3.346 -3.875 0.681 0.23
H 2.693 -2.611 1.831 0.11
H 4.064 -1.368 0.276 0.10
H 3.555 -2.345 -1.216 0.29
H 2.013 -0.628 -1.733 0.21
H 1.065 -0.877 -0.148 -0.25
H 3.407 2.526 2.072 0.41
H 1.962 3.498 1.488 0.19
H 4.234 2.599 -0.618 0.20
H 2.836 3.885 -0.836 0.18
H 5.469 4.620 -0.101 0.37
H 4.800 4.151 1.582 0.33
H 4.243 7.539 2.365 0.34
H 0.700 1.760 -1.190 -0.06
H 0.355 3.065 0.055 0.26
H -0.897 0.145 -0.039 0.25
H -1.105 1.201 1.452 0.06
H -2.693 2.201 -2.204 0.23
H -2.063 0.523 -1.806 0.46
H -7.380 1.701 0.960 0.22
H 0.999 1.321 2.925 0.36
H 0.759 -0.284 1.992 0.21
C 8.996 -3.893 -2.024 -1.03
C 7.959 -2.913 -1.504 -0.33
O 6.640 -3.438 -1.494 -0.41
C 6.416 -4.576 -0.674 -0.32
C 6.668 -4.315 0.800 -1.11
H 8.693 -4.298 -2.992 0.28
H 9.965 -3.400 -2.134 0.39
H 9.126 -4.738 -1.342 0.25
H 7.937 -2.040 -2.162 0.33
H 8.229 -2.544 -0.509 0.30
H 7.006 -5.426 -1.033 0.34
H 5.365 -4.849 -0.805 0.34
H 7.728 -4.135 1.001 0.37
H 6.354 -5.173 1.399 0.38
H 6.119 -3.430 1.132 0.23
C -9.920 -1.217 -2.208 -0.96
C -9.379 -2.593 -1.856 -0.30
O -7.971 -2.699 -1.998 -0.47
C -7.187 -1.845 -1.173 -0.08
C -7.383 -2.092 0.312 -0.96
H -9.565 -0.905 -3.194 0.28
H -11.012 -1.226 -2.211 0.39
H -9.592 -0.462 -1.489 0.20
H -9.813 -3.327 -2.540 0.34
H -9.685 -2.889 -0.847 0.28
H -7.372 -0.796 -1.427 0.20
H -6.143 -2.046 -1.428 0.23
H -8.389 -1.808 0.636 0.29
H -6.667 -1.510 0.893 0.29
H -7.252 -3.151 0.547 0.32
```


# 5
# C2H5CsNO3S

A molecular structure, C2H5CsNO3S (the ωB97M-V functional and the def2-TZVPD basis, OMol25).

Frontier orbital gap = 10.257 eV
Energy = -21162.9657 eV
HOMO = -0.501 Eh
Net charge = +1

```
13
Properties=species:S:1:pos:R:3:mulliken_charge:R:1
N -1.112 1.371 0.231 -0.51
C -1.162 0.001 -0.341 -0.46
O 0.086 -0.459 -0.925 -0.34
C 0.764 -1.387 -0.107 0.43
O 0.284 -2.268 0.426 -0.29
O 2.146 -1.230 -0.014 -0.29
S 2.603 0.274 0.601 -0.07
H -0.276 1.528 0.791 0.21
H -1.901 1.385 0.871 0.27
H -1.576 -0.675 0.410 0.41
H -1.924 0.043 -1.183 0.45
H 2.001 0.279 1.828 0.20
Cs 0.066 1.138 -2.587 1.00
```


# 6
# C31H74N2O13Sr

A molecular structure, C31H74N2O13Sr (the ωB97M-V functional and the def2-TZVPD basis, OMol25).

Frontier orbital gap = 5.585 eV
Energy = -63774.9652 eV
HOMO = -0.205 Eh

```
121
Properties=species:S:1:pos:R:3:mulliken_charge:R:1
Sr 23.412 17.203 -13.416 -0.16
C 24.849 14.782 -9.190 -0.94
C 26.387 14.350 -9.420 1.64
C 26.465 13.058 -8.584 -1.46
C 25.875 11.807 -9.290 -0.73
C 26.456 11.643 -10.692 -1.38
C 26.310 12.872 -11.562 1.96
N 26.810 14.088 -10.836 0.34
O 26.821 15.305 -11.633 -0.80
C 24.809 12.986 -12.058 -1.74
C 27.335 12.692 -12.794 -1.69
C 27.345 15.302 -8.628 -1.82
H 24.693 15.336 -8.264 0.45
H 24.112 13.980 -9.226 0.30
H 24.446 15.440 -9.960 -0.36
H 25.949 13.243 -7.642 0.40
H 27.449 12.827 -8.176 0.50
H 24.785 11.810 -9.312 0.29
H 26.125 10.906 -8.730 0.43
H 25.842 10.951 -11.269 0.43
H 27.516 11.418 -10.578 0.41
H 24.036 12.833 -11.304 0.51
H 24.568 12.481 -12.993 0.42
H 24.521 14.029 -12.191 0.03
H 27.179 11.772 -13.357 0.49
H 28.367 12.564 -12.469 0.40
H 27.130 13.451 -13.548 0.08
H 27.368 16.280 -9.109 0.27
H 28.362 14.922 -8.525 0.47
H 26.938 15.606 -7.663 0.39
C 22.047 20.573 -16.143 -1.84
C 21.440 19.606 -17.254 1.78
C 21.870 20.370 -18.555 -1.31
C 21.874 19.463 -19.836 -0.77
C 22.729 18.222 -19.577 -1.08
C 22.199 17.373 -18.332 1.03
N 22.095 18.253 -17.147 -0.39
O 21.874 17.603 -15.909 2.13
C 23.268 16.197 -18.163 -1.54
C 20.772 16.751 -18.642 -1.30
C 19.878 19.554 -17.159 -1.26
H 21.742 20.215 -15.159 -0.01
H 21.622 21.573 -16.225 0.49
H 23.134 20.640 -16.123 0.28
H 22.892 20.741 -18.471 0.39
H 21.047 21.043 -18.797 0.44
H 22.219 20.107 -20.646 0.45
H 20.857 19.197 -20.123 0.28
H 23.729 18.590 -19.349 0.33
H 22.635 17.665 -20.509 0.39
H 24.306 16.530 -18.197 0.29
H 23.107 15.451 -18.941 0.48
H 23.101 15.570 -17.287 0.03
H 20.986 15.981 -19.383 0.49
H 19.900 17.352 -18.901 0.34
H 20.656 16.052 -17.814 -0.09
H 19.499 20.143 -16.324 0.34
H 19.443 18.555 -17.138 -0.21
H 19.413 19.948 -18.063 0.33
C 21.553 12.430 -17.531 -1.60
C 21.277 13.303 -16.332 1.43
C 19.951 12.775 -15.619 -1.17
O 22.401 12.986 -15.485 -0.38
H 21.566 11.370 -17.277 0.48
H 22.509 12.585 -18.031 0.38
H 20.710 12.587 -18.203 0.38
H 21.285 14.356 -16.616 -0.74
H 19.612 13.366 -14.769 0.12
H 20.110 11.806 -15.145 0.28
H 19.091 12.772 -16.289 0.43
H 22.352 12.027 -15.488 0.36
C 26.391 19.388 -11.100 -0.82
C 25.394 18.375 -10.604 -0.19
O 25.029 17.513 -11.638 1.30
O 25.708 20.515 -11.624 -0.58
H 27.153 19.056 -11.805 0.35
H 26.918 19.764 -10.223 0.47
H 24.572 18.860 -10.076 0.38
H 25.892 17.780 -9.840 0.06
H 25.562 16.718 -11.562 -0.73
H 26.415 21.082 -11.943 0.25
C 21.024 14.928 -12.836 0.13
C 21.588 15.058 -11.423 -0.56
O 22.216 16.354 -11.352 -0.19
O 22.137 14.917 -13.741 0.65
H 20.478 15.775 -13.251 -0.32
H 20.471 14.006 -13.017 0.47
H 22.396 14.330 -11.354 -0.27
H 20.927 14.736 -10.619 0.62
H 21.833 16.777 -10.580 0.04
H 22.048 14.160 -14.325 -0.20
C 26.085 17.709 -15.531 -0.73
C 26.467 16.259 -14.985 -0.40
O 25.438 15.766 -14.228 0.04
O 25.461 18.604 -14.652 -0.01
H 25.476 17.502 -16.410 -0.07
H 26.905 18.334 -15.885 0.56
H 27.296 16.358 -14.284 0.38
H 26.687 15.623 -15.842 0.35
H 25.858 15.321 -13.488 -0.39
H 25.699 19.493 -14.926 0.18
C 21.170 19.957 -12.375 -0.96
C 22.628 20.152 -11.777 -0.08
O 23.506 19.888 -12.828 -0.21
O 21.114 18.510 -12.721 -0.20
H 20.854 20.599 -13.197 0.38
H 20.456 20.233 -11.599 0.41
H 22.655 19.480 -10.919 0.03
H 22.706 21.215 -11.548 0.51
H 24.355 20.256 -12.573 0.24
H 20.628 18.455 -13.547 0.16
C 18.169 16.554 -15.254 0.10
C 17.056 17.181 -16.048 -0.77
O 15.982 17.580 -15.181 -0.56
O 19.193 17.503 -14.761 -0.52
H 18.773 15.852 -15.828 -0.13
H 17.788 15.946 -14.433 0.45
H 16.542 16.370 -16.565 0.36
H 17.308 17.908 -16.820 0.28
H 16.179 18.459 -14.850 0.32
H 19.906 17.485 -15.404 -0.18
```


# 7
# C20H24AsClIN4O4Ta

A molecular structure, C20H24AsClIN4O4Ta (the ωB97M-V functional and the def2-TZVPD basis, OMol25).

Frontier orbital gap = 4.435 eV
ΔE to the lowest compared entry with this formula, charge and spin = 0.000 eV
Energy = -118242.2927 eV
HOMO = -0.747 Eh
Net charge = +4

```
56
Properties=species:S:1:pos:R:3:mulliken_charge:R:1
Ta 0.721 0.595 -1.148 1.23
O 3.044 3.835 3.313 -0.39
C 1.860 3.199 3.640 0.20
O 1.468 3.189 4.739 -0.35
C 1.296 2.106 2.698 0.42
C 0.926 0.846 3.186 0.33
Cl 0.840 0.288 4.806 0.07
N 0.823 -0.055 2.183 0.05
N 1.083 0.640 0.913 0.33
C 1.461 1.947 1.353 -0.25
C 1.876 2.927 0.362 0.86
O 2.496 3.972 0.329 -0.41
O 1.713 2.180 -0.894 -0.49
C 0.473 -1.479 2.285 0.31
C 1.355 -2.354 1.533 0.45
C 1.638 -3.591 2.114 -0.32
C 0.913 -4.031 3.235 -0.49
C -0.038 -3.230 3.892 -0.65
C -0.387 -1.986 3.284 -0.66
H 2.891 3.915 2.343 0.33
H 1.846 -1.840 0.651 -0.70
H 2.324 -4.273 1.636 0.45
H 0.983 -5.090 3.437 0.42
H -0.643 -3.651 4.751 0.44
H -1.169 -1.413 3.723 0.68
I 5.370 0.128 -0.290 0.45
C 3.923 -0.132 -1.679 -0.46
C 3.457 0.635 -2.711 -0.01
N 2.107 0.143 -2.939 -0.36
N 1.787 -0.842 -1.938 0.18
C 2.993 -1.149 -1.384 -0.29
H 3.906 1.504 -3.252 0.46
H 1.721 0.083 -3.895 0.25
H 3.114 -2.083 -0.854 0.70
C -2.397 2.307 -3.807 -1.14
C -2.855 1.068 -3.043 -0.44
As -1.780 0.345 -1.483 0.17
C -2.204 -1.609 -1.491 -0.71
C -1.379 -2.325 -2.575 -1.01
C -2.662 1.095 0.092 -0.36
C -4.162 0.795 0.192 -1.16
H -3.277 2.787 -4.368 0.38
H -1.679 2.096 -4.592 0.34
H -2.071 3.032 -3.011 0.31
H -3.043 0.147 -3.629 0.57
H -3.850 1.322 -2.605 0.40
H -3.274 -1.614 -1.757 0.57
H -2.061 -2.002 -0.479 0.51
H -1.313 -1.725 -3.530 0.27
H -1.779 -3.306 -2.918 0.41
H -0.381 -2.452 -2.179 0.26
H -2.434 2.142 0.092 0.50
H -2.010 0.595 0.850 0.19
H -4.422 1.125 1.218 0.39
H -4.448 -0.233 0.080 0.37
H -4.690 1.475 -0.480 0.40
```


# 8
# CH3NOS

CH3NOS in the gas phase (the ωB97M-V functional and the def2-TZVPD basis, OMol25).

Frontier orbital gap = 10.289 eV
ΔE to the lowest compared entry with this formula, charge and spin = 3.005 eV
Energy = -15455.8038 eV
HOMO = -0.358 Eh

```
7
Properties=species:S:1:pos:R:3:mulliken_charge:R:1
C -0.492 0.349 -0.405 -0.35
N 0.924 0.301 -0.128 -0.45
O -0.029 -0.732 1.989 -0.52
S 0.118 -0.996 0.580 0.45
H -1.092 1.013 0.347 0.26
H -0.979 -0.078 -1.264 0.31
H 1.550 0.143 -1.119 0.30
```


# 9
# C3H9NO2S

2 unconnected molecules or ions with the total composition C3H9NO2S (the ωB97M-V functional and the def2-TZVPD basis, OMol25).

Frontier orbital gap = 5.637 eV
ΔE to the lowest compared entry with this formula, charge and spin = 0.482 eV
Energy = -19675.5827 eV
HOMO = 0.018 Eh
Net charge = -2

```
16
Properties=species:S:1:pos:R:3:mulliken_charge:R:1
C -0.952 0.277 -0.404 -0.90
O -1.393 -0.907 -0.984 -0.85
C 0.375 0.163 0.348 0.53
C 0.863 1.484 1.046 -0.77
S 0.459 1.840 2.737 -0.74
N 0.290 -0.962 1.318 -0.69
H -0.967 1.141 -1.086 0.33
H -1.716 0.537 0.378 0.29
H 1.145 -0.198 -0.343 0.08
H 0.560 2.324 0.403 0.22
H 1.950 1.418 0.840 0.24
H 0.361 -0.611 2.261 0.20
H -0.613 -1.392 1.128 0.25
H -0.701 -1.306 -2.075 0.41
H 0.479 -2.225 -2.570 0.24
O -0.141 -1.586 -2.997 -0.84
```


Which formula does entry 7 have? C20H24AsClIN4O4Ta


What is the energy in the sixth record? -63774.9652 eV